An isolated molecule of C5H6N2O in a non-equilibrium geometry, computed with ωB97M-V/def2-TZVPD.

Geometry (Å):
H 1.522 -2.075 -0.309
H -1.238 -1.862 -0.286
C -1.052 -0.866 0.214
O -1.837 0.069 -0.501
H -1.291 2.087 -0.625
H -2.310 1.608 0.951
H -1.535 -0.988 1.219
N 0.269 -0.495 0.227
C 2.326 0.039 -0.297
C 1.455 -1.016 -0.258
N 1.729 1.200 0.120
H 3.242 0.124 -0.782
C 0.504 0.824 0.367
C -1.784 1.351 -0.042

The calculation puts the energy at -10305.045 eV. The frontier orbital gap (alpha / beta) comes out at 8.3 / 8.4 eV. For the relative energy (zero: lowest compared OMol25 entry of this formula, charge and spin), the calculation gives 439.8 kJ/mol.